No. 1
# C37H46N4Pb

A molecular structure, C37H46N4Pb in a non-equilibrium geometry (ωB97M-V with the def2-TZVPD basis set, the Open Molecules 2025 dataset).

* molar mass: 754.0 g/mol
* max |F|: 2.66 eV/Å
* gap between HOMO and LUMO (spin up / spin down): 2.6 / 3.2 eV
* net charge: -2
* energy: -50315.5101 eV
* HOMO energy (spin up / spin down): 1.73 / 1.17 eV

XYZ file:
```
88
Properties=species:S:1:pos:R:3:forces:R:3
Pb -0.784555 0.382875 -0.409552 0.7 0.6 1.0
N -1.804304 -1.425228 0.831125 -0.7 0.6 0.5
N -0.743969 -2.627540 -1.682193 -0.4 1.1 -2.2
C 2.430134 0.818253 -0.219879 -0.4 -0.4 1.0
C 2.511146 -0.534699 0.214405 -0.6 0.9 0.5
C 1.975254 -0.608435 1.528872 -0.2 0.9 -0.9
C 1.819215 -1.830244 2.347075 0.0 -0.4 0.3
H 1.839306 -2.732464 1.724960 0.0 0.0 0.1
H 0.860180 -1.830489 2.883052 0.1 -0.1 0.0
H 2.627011 -1.911057 3.089964 -0.1 -0.2 0.1
C 1.551435 0.696294 1.901138 0.3 -0.1 -1.2
C 0.851881 1.086212 3.147420 -0.1 0.1 0.4
H 1.499791 1.709895 3.786257 -0.2 0.0 0.1
H 0.538073 0.208235 3.725462 0.1 0.1 0.0
H -0.056418 1.659167 2.916092 0.2 0.0 0.0
C 1.842444 1.583232 0.824643 0.1 -1.2 0.0
C 1.587748 3.043749 0.806294 0.1 0.5 0.2
H 0.657496 3.305840 1.327747 0.2 -0.1 -0.1
H 1.483992 3.425988 -0.218159 0.0 0.0 0.1
H 2.420179 3.592374 1.281964 -0.1 0.1 -0.1
C 3.002796 -1.678934 -0.582139 0.3 -0.3 -0.2
H 4.070110 -1.862134 -0.387614 0.0 -0.2 -0.2
H 2.878593 -1.497799 -1.656883 0.1 -0.1 0.0
H 2.450005 -2.595556 -0.344807 0.1 0.0 -0.1
C 2.855083 1.364872 -1.530078 0.2 0.3 -0.3
H 2.038417 1.901158 -2.038754 0.1 0.0 0.0
H 3.192587 0.572405 -2.207114 0.0 0.1 0.0
H 3.684750 2.078976 -1.400655 0.0 0.0 -0.3
C -2.438476 -1.031247 1.962103 0.5 -1.2 0.2
H -2.838753 -0.007504 1.977087 0.4 -0.3 -0.1
C -2.586823 -1.879241 3.057236 -0.7 1.3 0.1
H -3.009858 -1.491819 3.983236 -0.1 -0.1 -0.2
C -2.213168 -3.228321 2.942325 0.8 -0.7 -1.2
H -2.385750 -3.930721 3.762469 0.1 0.2 -0.2
C -1.637392 -3.648830 1.759687 -0.5 0.0 1.3
H -1.353460 -4.680534 1.582277 0.0 0.0 0.2
C -1.412021 -2.732550 0.683415 0.7 -0.5 -1.0
C -0.813113 -3.240573 -0.472300 -0.7 -1.1 2.2
H -0.540394 -4.296105 -0.499742 -0.1 0.3 0.1
C -1.025477 -1.287012 -1.902619 1.7 -1.9 -0.4
C -0.369982 -3.268545 -2.881040 -0.2 0.3 1.8
H -0.232753 -4.330111 -2.905964 0.2 -0.2 -0.1
C -0.284651 -2.321562 -3.811361 -0.1 0.8 -0.9
H -0.039750 -2.393150 -4.854358 0.0 0.0 -0.1
N -0.662265 -1.117729 -3.225640 -0.3 -0.2 -0.8
C -0.798606 0.144121 -3.857842 0.1 0.0 0.4
C 0.289158 0.742158 -4.520943 -0.4 0.6 0.1
C 0.160781 2.085017 -4.909746 -0.4 -0.3 0.0
H 1.009758 2.586267 -5.386792 -0.2 -0.2 0.2
C -1.026755 2.792369 -4.705661 0.0 -0.3 0.1
C -1.159893 4.233843 -5.096090 0.0 0.3 0.0
H -1.012237 4.897217 -4.230537 0.0 -0.2 -0.2
H -2.166263 4.424496 -5.490299 0.2 0.1 0.0
H -0.417044 4.496007 -5.857161 -0.2 0.1 0.1
C -2.107422 2.152020 -4.093224 0.3 -0.3 -0.1
H -3.055291 2.687544 -3.961340 0.4 -0.2 0.0
C -2.002705 0.834944 -3.637993 -0.1 0.4 -0.4
C -3.190468 0.202368 -2.970093 -0.8 0.0 0.2
H -3.644075 -0.585599 -3.590913 0.2 0.2 0.0
H -3.947276 0.974270 -2.774830 0.1 -0.2 -0.2
H -2.963827 -0.268197 -1.996554 0.0 0.3 -0.5
C 1.573322 0.025390 -4.797595 0.5 -0.1 0.0
H 1.526857 -0.544507 -5.737719 -0.1 0.0 0.2
H 1.863806 -0.669336 -4.002050 -0.2 0.1 -0.1
H 2.382969 0.758532 -4.911312 -0.2 -0.2 0.1
C -2.430016 1.956763 4.565361 0.2 0.0 0.0
N -2.745934 3.373417 4.242010 0.4 0.3 -0.1
C -2.658145 4.214814 5.465821 0.1 -0.1 -0.1
C -1.834507 3.929384 3.110795 -0.2 -0.1 0.4
C -2.454157 3.716752 1.762323 -1.9 0.6 -1.0
C -3.692719 4.369684 1.536493 0.2 0.0 0.1
C -4.348542 4.262746 0.310161 -0.3 0.1 0.3
C -3.749642 3.567017 -0.737331 1.1 -0.2 -0.2
C -2.462379 2.998879 -0.532876 -2.4 1.2 -0.3
C -1.902093 2.987615 0.729707 2.3 -0.8 0.5
H -1.392914 1.937247 4.918188 -0.3 -0.2 -0.1
H -2.542328 1.344442 3.669165 0.1 0.1 0.0
H -3.103810 1.617616 5.355233 0.0 0.1 -0.1
H -3.733540 3.414911 3.917699 0.4 0.1 0.0
H -1.632489 4.161448 5.847807 -0.1 0.0 -0.1
H -2.908651 5.246979 5.209138 -0.1 -0.1 0.0
H -3.361207 3.832111 6.210906 0.0 0.0 0.0
H -1.736530 4.998487 3.336669 -0.1 -0.2 0.0
H -0.848624 3.470097 3.229795 -0.3 -0.1 -0.1
H -4.124425 4.968047 2.339035 -0.2 0.1 -0.1
H -5.327434 4.733316 0.173710 0.3 -0.1 0.1
H -4.242966 3.484884 -1.714077 0.1 0.2 0.3
H -1.981630 2.605926 -1.440394 0.0 -0.2 0.4
```
Positions in Å, forces in eV/Å.

Atom charges from the Mulliken analysis, given in e for atoms 1 to 4:
1. Pb 0.827
2. N 0.031
3. N 0.500
4. C 0.654

No. 2
# C37H46N6W

A molecular structure, C37H46N6W in a non-equilibrium geometry (ωB97M-V with the def2-TZVPD basis set, the Open Molecules 2025 dataset).

* molar mass: 758.7 g/mol
* max |F|: 1.47 eV/Å
* gap between HOMO and LUMO (spin up / spin down): 6.0 / 6.2 eV
* net charge: +4
* 2S+1: 3
* energy: -49845.0856 eV
* HOMO energy (spin up / spin down): -18.81 / -18.87 eV

XYZ file:
```
90
Properties=species:S:1:pos:R:3:forces:R:3
W -0.679511 0.195361 0.121427 -0.6 -1.3 0.2
C -2.496546 -0.562388 2.822799 0.0 -0.3 0.2
N -2.798764 0.181580 1.578213 0.3 -0.1 -0.2
C -3.812228 -0.486465 0.738708 -0.4 -0.1 -0.1
C -3.148811 -1.622597 0.026249 -0.2 0.2 0.2
N -1.815428 -1.667432 -0.100725 -0.3 0.7 0.2
C -1.543819 -2.853011 -0.775857 -0.2 -0.8 -0.4
C -0.337565 -3.448990 -1.131021 -0.2 0.0 0.0
C -0.405747 -4.638271 -1.831004 0.1 0.1 0.1
C -1.626835 -5.231763 -2.168761 -0.2 0.0 0.0
C -2.832605 -4.674425 -1.788837 0.0 0.0 0.0
C -2.768301 -3.483889 -1.078827 1.1 -0.1 -0.1
N -3.748052 -2.673135 -0.539506 0.0 0.5 0.3
C -1.020445 -0.702743 3.022729 -0.3 0.1 0.1
N -0.112070 -0.555772 2.042395 -0.6 0.2 -0.3
C 1.123430 -0.809013 2.643637 0.7 -0.2 0.6
C 2.408537 -0.838613 2.111878 -0.2 -0.1 0.1
C 3.454237 -1.074365 2.985969 -0.1 0.0 -0.2
C 3.238569 -1.293278 4.351144 -0.1 0.0 0.1
C 1.966235 -1.316921 4.887046 -0.1 0.0 -0.1
C 0.916121 -1.074796 4.011123 0.7 0.1 -0.9
N -0.450902 -1.001680 4.192446 -0.3 0.1 -0.4
H -2.929928 -1.571582 2.779423 0.0 0.2 0.0
H -2.936813 -0.071883 3.699524 0.0 -0.1 -0.2
H -3.187473 1.084516 1.851269 0.3 -0.2 -0.2
H -4.204889 0.240256 0.013652 0.1 -0.1 0.1
H -4.668889 -0.844598 1.325501 0.1 0.0 -0.1
H 0.600630 -3.004017 -0.834131 0.1 -0.1 0.0
H 0.504559 -5.139891 -2.119127 0.1 0.0 0.0
H -1.624830 -6.155386 -2.727459 0.0 -0.1 0.0
H -3.771545 -5.145362 -2.031314 -0.1 -0.1 0.0
H -4.740288 -2.875303 -0.566578 0.0 0.1 0.1
H 2.556066 -0.701468 1.050992 0.1 0.0 0.0
H 4.468040 -1.098941 2.620280 0.1 0.0 -0.1
H 4.087840 -1.455879 4.995207 0.1 -0.1 0.1
H 1.797665 -1.511398 5.933112 0.0 0.0 0.2
H -0.920748 -1.186758 5.070577 -0.2 0.0 -0.1
C 2.033099 2.208395 0.639027 -0.1 -0.2 0.1
C 0.519830 2.221272 0.627799 -0.2 0.6 -0.3
C -0.192667 2.477074 1.844503 0.1 0.2 -0.6
C 0.574261 2.569453 3.122597 0.0 -0.4 0.1
C -1.544806 2.921737 1.808997 -0.1 0.0 -0.6
C -2.155172 3.520148 3.032220 -0.1 0.0 0.2
C -2.257931 2.906579 0.594758 0.5 0.0 0.5
C -3.659659 3.415156 0.512838 -0.1 -0.1 0.0
C -1.590080 2.549105 -0.616071 0.8 -0.1 -0.2
C -2.311322 2.755689 -1.921172 0.0 -0.2 -0.1
C -0.156278 2.395252 -0.626685 -0.3 0.7 0.5
C 0.614727 2.823810 -1.855247 0.0 -0.2 -0.1
H 2.404328 3.217447 0.828467 0.0 0.1 -0.1
H 2.422503 1.876081 -0.318934 0.0 0.0 0.0
H 2.442261 1.568861 1.417093 0.0 0.0 0.0
H 0.861616 3.614771 3.273049 0.0 0.1 0.0
H 1.490732 1.990037 3.119126 0.0 0.0 0.0
H -0.007576 2.279046 3.992858 0.0 0.0 0.0
H -1.752823 3.115403 3.954292 0.0 0.0 0.1
H -3.236122 3.430755 3.064661 0.0 0.0 0.0
H -1.943905 4.592469 3.042677 0.0 0.1 0.0
H -3.621385 4.483303 0.285126 -0.1 0.1 0.0
H -4.215958 3.320607 1.441270 0.0 0.0 0.0
H -4.244404 2.954063 -0.278189 0.0 0.0 0.0
H -2.511209 3.822826 -2.049662 0.0 0.0 0.0
H -3.282716 2.260321 -1.948345 0.0 0.0 0.0
H -1.734862 2.429400 -2.783874 0.0 0.0 0.1
H 0.039585 3.564521 -2.406360 0.0 0.0 0.0
H 0.848736 2.007281 -2.536716 0.0 0.0 0.0
H 1.539662 3.312615 -1.562219 0.0 0.0 0.0
C 4.188579 0.298106 -3.224901 0.1 0.9 -0.6
N 4.028901 -1.039537 -2.620731 -0.2 -0.3 -0.3
C 5.278136 -1.427084 -1.930333 0.9 -0.4 0.4
C 2.850877 -1.106612 -1.715352 -0.7 -0.1 0.5
C 1.499821 -0.893757 -2.388561 0.2 0.1 0.1
C 1.363576 -1.228072 -3.738927 -0.1 0.1 0.4
C 0.182436 -1.041241 -4.431717 -0.1 0.1 0.1
C -0.921425 -0.527203 -3.770741 -0.1 0.0 -0.1
C -0.798655 -0.233587 -2.426310 0.3 0.2 1.0
C 0.386128 -0.401436 -1.676101 -0.6 0.3 0.1
H 5.038122 0.301198 -3.905332 0.0 -0.1 0.0
H 4.379775 1.030136 -2.441821 0.0 -0.1 0.1
H 3.299931 0.587041 -3.781564 0.0 -0.1 0.1
H 3.886308 -1.718632 -3.378231 0.1 0.2 0.1
H 5.513032 -0.706506 -1.149881 -0.2 0.1 0.0
H 6.102915 -1.437052 -2.642555 -0.1 0.1 -0.1
H 5.198043 -2.420577 -1.493331 -0.2 0.0 -0.1
H 3.004157 -0.346762 -0.945355 0.1 -0.1 -0.1
H 2.860375 -2.090249 -1.231126 0.2 0.1 0.0
H 2.188903 -1.646954 -4.293687 0.1 0.0 -0.1
H 0.126019 -1.282862 -5.479675 0.0 -0.1 -0.2
H -1.846007 -0.362568 -4.299444 -0.1 0.0 0.0
H -1.721310 0.161034 -1.914359 0.3 -0.1 -0.3
```
Positions in Å, forces in eV/Å.

Atom charges from the Mulliken analysis, given in e for atoms 1 to 4:
1. W 0.195
2. C -0.827
3. N -0.620
4. C -1.156

Among the records above, which one has the highest molar mass? C37H46N6W